{"formula": "C31H44AsN5ReS2Si3", "method": "ωB97M-V/def2-TZVPD", "species": ["Re", "S", "C", "C", "C", "C", "C", "C", "C", "C", "C", "N", "H", "H", "H", "H", "H", "H", "S", "C", "N", "N", "C", "C", "C", "C", "C", "C", "N", "N", "C", "C", "C", "C", "C", "C", "H", "H", "H", "H", "H", "H", "H", "H", "H", "H", "H", "C", "Si", "C", "C", "As", "Si", "C", "C", "C", "Si", "C", "C", "C", "H", "H", "H", "H", "H", "H", "H", "H", "H", "H", "H", "H", "H", "H", "H", "H", "H", "H", "H", "H", "H", "H", "H", "H", "H", "H", "H"], "positions_angstrom": [[1.3803, -0.1362, -0.0732], [3.4094, -0.1127, 3.9623], [1.7341, -0.1673, 4.3100], [0.9679, -0.1813, 3.1860], [1.7329, -0.1370, 1.9802], [3.0866, -0.1130, 2.2840], [4.0959, -0.1905, 1.2396], [5.4662, -0.1928, 1.4420], [6.3103, -0.3163, 0.3520], [5.7728, -0.4376, -0.9229], [4.4029, -0.4264, -1.0648], [3.5755, -0.2992, -0.0116], [1.4049, -0.1952, 5.3371], [-0.1086, -0.2561, 3.2220], [5.8628, -0.1019, 2.4438], [7.3825, -0.3245, 0.4959], [6.4012, -0.5449, -1.7944], [3.9323, -0.5261, -2.0325], [1.3483, -0.4550, -2.4638], [0.2653, -1.8211, -2.4346], [0.0096, -2.3979, -3.6104], [-0.8481, -3.3516, -3.7824], [-2.0395, -3.7737, -3.1410], [-2.7716, -3.0049, -2.2432], [-3.9807, -3.4909, -1.7787], [-4.4544, -4.7335, -2.1829], [-3.7210, -5.4914, -3.0847], [-2.5215, -5.0085, -3.5745], [-0.1142, -2.3792, -1.2875], [0.3468, -1.8357, -0.1954], [0.1172, -2.7076, 0.9477], [1.1913, -3.1428, 1.7066], [0.9633, -4.0178, 2.7574], [-0.3242, -4.4514, 3.0383], [-1.3879, -4.0295, 2.2514], [-1.1704, -3.1641, 1.1920], [-0.6950, -3.8116, -4.6724], [-2.4294, -2.0324, -1.9287], [-4.5645, -2.8889, -1.0949], [-5.3977, -5.1031, -1.8057], [-4.0851, -6.4540, -3.4149], [-1.9538, -5.5916, -4.2900], [2.1978, -2.8256, 1.4696], [1.7979, -4.3696, 3.3483], [-0.4971, -5.1337, 3.8593], [-2.3893, -4.3840, 2.4542], [-1.9865, -2.8471, 0.5580], [0.1453, 2.8215, -3.3286], [-1.2227, 2.3923, -2.1414], [-2.3306, 3.8782, -2.0059], [-2.1851, 0.8541, -2.5696], [-0.2282, 1.7725, -0.0011], [-1.9775, 1.7928, 1.7021], [-2.5499, 0.0215, 1.7369], [-3.3319, 2.9344, 1.1456], [-1.2690, 2.4224, 3.3062], [1.4004, 3.5242, 0.4490], [2.8292, 3.1294, -0.6861], [0.5238, 5.0958, -0.0245], [1.9097, 3.5184, 2.2349], [-0.2886, 2.9152, -4.3280], [0.9392, 2.0822, -3.3860], [0.5776, 3.7922, -3.0775], [-2.7608, 4.0169, -3.0031], [-1.7873, 4.7900, -1.7612], [-3.1573, 3.7650, -1.3117], [-2.5090, 0.8654, -3.6125], [-3.0756, 0.7674, -1.9422], [-1.5662, -0.0282, -2.4176], [-3.2120, -0.1763, 0.8907], [-3.1030, -0.1975, 2.6530], [-1.7140, -0.6731, 1.6806], [-3.8974, 2.5460, 0.2994], [-2.9646, 3.9319, 0.9033], [-4.0257, 3.0427, 1.9846], [-0.2124, 2.2068, 3.4375], [-1.8076, 1.9678, 4.1417], [-1.4142, 3.5025, 3.3720], [2.5074, 3.0499, -1.7255], [3.3346, 2.2000, -0.4073], [3.5817, 3.9198, -0.6270], [0.4802, 5.2231, -1.1069], [1.0579, 5.9540, 0.3899], [-0.4945, 5.1233, 0.3675], [2.1740, 2.5250, 2.6006], [1.1227, 3.9246, 2.8696], [2.7859, 4.1630, 2.3462]], "forces_ev_per_angstrom": [[0.07, -0.64, 0.39], [-0.02, 0.00, 0.00], [-0.01, 0.00, -0.01], [0.00, 0.04, -0.01], [0.13, 0.07, -0.08], [0.03, -0.02, 0.02], [-0.01, 0.00, 0.01], [-0.03, 0.03, 0.00], [0.02, 0.00, -0.02], [-0.02, 0.02, 0.00], [0.02, 0.02, 0.00], [-0.09, -0.18, -0.03], [0.00, 0.00, 0.01], [-0.02, 0.01, 0.01], [0.00, 0.00, 0.01], [0.00, 0.00, 0.00], [0.00, 0.00, -0.01], [0.02, -0.02, 0.00], [0.01, 0.04, -0.14], [-0.01, -0.09, -0.06], [-0.01, -0.04, 0.09], [0.02, 0.10, -0.11], [0.05, -0.12, 0.03], [-0.08, 0.04, -0.03], [0.01, 0.01, 0.01], [0.01, -0.01, -0.01], [-0.01, 0.02, 0.01], [0.01, -0.01, 0.06], [0.06, 0.05, 0.14], [0.25, 0.17, -0.26], [-0.04, 0.08, 0.03], [0.00, -0.01, 0.01], [0.02, 0.02, 0.00], [-0.01, -0.01, 0.00], [0.01, 0.00, -0.01], [0.02, 0.05, 0.03], [-0.02, 0.06, -0.04], [0.01, 0.02, -0.01], [-0.01, 0.00, 0.00], [0.00, 0.00, 0.00], [0.00, 0.00, 0.00], [0.01, 0.00, 0.00], [0.01, 0.02, -0.02], [0.00, -0.01, 0.00], [0.00, 0.00, 0.00], [0.00, 0.00, 0.01], [-0.01, 0.00, -0.03], [0.03, 0.01, 0.04], [0.05, -0.08, -0.02], [-0.02, -0.01, 0.03], [-0.02, 0.03, 0.01], [-0.50, 0.46, -0.01], [0.05, 0.01, 0.00], [0.03, 0.00, -0.01], [0.01, 0.00, 0.01], [0.04, -0.02, -0.03], [-0.07, -0.01, 0.00], [0.01, -0.05, 0.00], [0.00, -0.02, -0.02], [-0.02, -0.02, 0.01], [-0.03, 0.00, 0.00], [0.02, -0.02, -0.02], [0.00, -0.01, -0.01], [0.01, 0.01, -0.02], [0.01, 0.01, 0.01], [-0.02, 0.00, -0.04], [-0.01, 0.03, 0.00], [0.00, 0.00, 0.00], [-0.01, -0.04, -0.03], [0.01, -0.01, -0.02], [-0.03, 0.04, 0.00], [0.01, -0.05, 0.03], [-0.01, 0.00, 0.00], [-0.01, 0.01, 0.01], [-0.01, -0.02, 0.01], [0.01, -0.04, 0.03], [-0.04, 0.01, -0.01], [0.02, 0.01, 0.00], [0.02, 0.00, -0.01], [0.02, 0.03, 0.01], [-0.01, 0.03, 0.01], [-0.02, 0.01, 0.01], [0.04, 0.00, 0.00], [0.00, 0.02, 0.02], [0.00, 0.00, 0.00], [0.02, 0.01, 0.01], [0.01, 0.01, -0.02]], "e_lumo_ha": [-0.2552, -0.2621], "homo_ev": [-12.552, -13.501], "molar_mass_g_mol": 896.25, "charge": 2, "gap_ev": [5.61, 6.37], "energy_ha": -5459.901177, "spin_multiplicity": 4}